[1]
Computed, not measured: one molecule with the formula CH6N4O, with wB97M-V/def2-TZVPD.

Geometry as XYZ:
```
12
Properties=species:S:1:pos:R:3:forces:R:3:mulliken_charge:R:1
N 0.064 -0.785 -1.376 -0.710 1.412 -1.235 -0.67
N -0.869 0.240 -0.904 1.582 -0.788 0.085 -0.12
C -0.437 1.040 0.172 -0.088 -2.717 -3.221 0.35
O -1.179 1.945 0.320 -0.392 3.339 2.307 -0.59
N 0.778 0.665 0.833 -3.335 1.959 3.023 -0.25
N 0.628 -0.748 1.303 -2.408 -1.030 -1.469 -0.58
H 1.032 -0.497 -1.178 -0.772 -0.023 -0.274 0.32
H -0.116 -1.681 -0.933 -0.219 0.400 -0.218 0.27
H -1.447 0.907 -1.523 1.509 -2.201 0.554 0.29
H 0.569 1.372 1.716 1.458 -2.561 -2.129 0.38
H 1.334 -1.213 0.734 -0.006 -0.108 0.510 0.30
H -0.358 -1.245 0.836 3.382 2.319 2.067 0.31
```
Positions in Å, forces in eV/Å.

Values from the calculation:
structure (SMILES)	NNC(=O)NN
Kohn-Sham gap	10.414	eV

[2]
Computed, not measured: one molecule with the formula C18H17NO6, with wB97M-V/def2-TZVPD.

Geometry as XYZ:
```
42
Properties=species:S:1:pos:R:3:forces:R:3:mulliken_charge:R:1
C -4.304 -0.798 0.364 0.069 -0.008 0.017 -1.75
C -2.918 -1.075 -0.129 0.062 -0.049 0.050 1.33
C -2.549 -0.712 -1.419 0.118 -0.100 0.024 -0.99
C -1.287 -0.978 -1.909 0.223 -0.077 0.023 -0.81
C -0.353 -1.622 -1.103 -0.209 0.073 -0.070 0.34
O 0.850 -1.904 -1.705 -0.147 0.098 -0.114 -0.49
C 1.825 -2.611 -0.984 0.061 -0.097 0.108 -0.84
C 2.578 -1.697 -0.019 -0.318 -0.450 0.178 0.94
O 2.697 -1.872 1.165 0.062 -0.090 -0.013 -0.59
O 3.090 -0.672 -0.692 0.066 0.315 -0.439 -0.33
C 3.790 0.343 0.015 0.447 0.234 0.290 -0.60
C 2.937 1.611 0.068 0.107 -0.534 0.002 -0.15
O 3.362 2.681 -0.276 0.052 0.091 -0.089 -0.55
C 1.544 1.405 0.553 -0.481 0.192 0.137 0.68
C 1.289 0.775 1.770 0.028 0.084 -0.122 -0.13
C -0.008 0.666 2.244 0.070 0.107 -0.037 -0.93
C -1.063 1.158 1.499 -0.080 0.203 -0.181 -0.11
C -0.806 1.756 0.273 0.916 -0.396 0.679 -0.33
N -1.912 2.252 -0.513 -0.182 0.172 -0.149 1.18
O -3.002 2.278 0.014 -0.421 0.002 0.086 -0.64
O -1.679 2.615 -1.643 0.007 0.117 -0.373 -0.64
C 0.488 1.902 -0.201 -0.129 0.002 -0.024 -0.41
C -0.693 -1.949 0.201 0.244 -0.121 -0.118 0.12
C -1.969 -1.690 0.689 -0.116 -0.016 -0.240 0.59
C -2.321 -2.103 2.087 0.035 0.002 -0.102 -1.94
H -4.768 -1.705 0.748 -0.116 -0.037 0.053 0.41
H -4.920 -0.401 -0.438 -0.087 0.032 -0.019 0.40
H -4.291 -0.062 1.168 -0.078 0.070 0.107 0.30
H -3.267 -0.219 -2.057 -0.087 0.070 -0.070 0.32
H -1.009 -0.709 -2.915 0.039 0.043 -0.151 0.48
H 1.407 -3.463 -0.436 0.096 0.165 -0.029 0.42
H 2.535 -2.971 -1.735 -0.072 0.006 0.160 0.40
H 4.715 0.548 -0.530 -0.176 0.003 0.104 0.36
H 4.019 -0.006 1.030 0.006 0.097 -0.161 0.40
H 2.103 0.388 2.364 0.083 -0.077 0.023 0.41
H -0.192 0.193 3.195 -0.044 -0.044 0.103 0.44
H -2.082 1.095 1.848 -0.062 -0.045 0.017 0.66
H 0.666 2.392 -1.146 0.005 0.027 -0.034 0.52
H 0.024 -2.412 0.861 0.106 -0.054 0.073 0.35
H -3.052 -2.911 2.065 -0.071 -0.046 0.093 0.45
H -1.440 -2.454 2.619 0.039 -0.031 0.082 0.39
H -2.763 -1.278 2.642 -0.065 0.065 0.123 0.36
```
Positions in Å, forces in eV/Å.

Values from the calculation:
structure (SMILES)	Cc1ccc(OCC(=O)OCC(=O)c2cccc([N+](=O)[O-])c2)cc1C
Kohn-Sham gap	7.946	eV

[3]
Computed, not measured: a 7-piece molecular cluster, C24H42IN2O19 overall, with wB97M-V/def2-TZVPD.

Geometry as XYZ:
```
88
Properties=species:S:1:pos:R:3:forces:R:3:mulliken_charge:R:1
O 4.294 -1.996 0.892 -0.645 0.194 -0.092 -0.39
C 4.594 -1.048 0.259 0.490 0.373 -0.186 0.26
I 6.703 -0.759 -0.250 -0.921 0.211 0.048 0.10
C 3.610 0.074 -0.238 0.836 0.474 -0.184 -0.77
N 2.183 -0.385 -0.279 2.045 1.304 2.104 0.99
C 1.521 -0.237 0.889 -3.425 -1.260 -0.377 0.37
C 0.101 -0.634 0.891 1.978 -0.045 -2.549 -0.63
C -0.355 -1.110 -0.394 0.363 0.218 0.724 -0.22
C 0.532 -1.212 -1.549 -0.567 0.553 1.917 -0.42
N 1.807 -0.830 -1.442 -1.772 -0.727 -0.677 -0.91
H 3.952 0.438 -1.237 -0.561 -0.490 0.747 0.27
H 3.655 0.953 0.456 0.174 -0.869 -0.513 0.43
H 2.007 0.161 1.808 -0.096 -0.361 -1.190 0.40
H -0.542 -0.535 1.786 0.481 -0.143 -0.783 0.48
H -1.418 -1.413 -0.529 0.939 0.277 0.201 0.47
H 0.149 -1.567 -2.529 0.551 0.273 0.829 0.54
C -6.282 -0.278 2.136 -0.197 0.449 -0.220 -0.61
O -5.944 -1.442 2.893 0.447 -0.210 -0.034 -0.31
C -4.693 -1.876 2.706 -0.527 -0.075 0.209 0.94
O -3.869 -1.378 1.978 0.093 -0.037 -0.020 -0.56
O -4.516 -2.959 3.469 0.009 0.127 -0.296 -0.33
C -3.214 -3.538 3.376 0.324 -0.256 0.057 -0.66
H -7.313 -0.016 2.364 0.057 -0.261 0.158 0.25
H -5.643 0.560 2.416 0.064 -0.105 -0.092 0.30
H -6.208 -0.479 1.067 0.113 0.038 0.073 0.23
H -2.453 -2.830 3.707 -0.057 0.015 -0.093 0.28
H -3.014 -3.873 2.357 0.003 0.135 0.020 0.26
H -3.192 -4.403 4.035 -0.225 0.115 0.022 0.25
C 3.138 2.640 -2.761 -0.280 -0.043 -0.015 -0.68
O 4.513 2.988 -2.815 0.125 -0.184 0.069 -0.31
C 4.766 4.293 -2.610 0.374 0.286 -0.040 0.76
O 3.942 5.141 -2.397 -0.055 -0.265 0.007 -0.53
O 6.083 4.474 -2.683 -0.291 -0.255 -0.007 -0.30
C 6.504 5.828 -2.483 0.300 0.468 0.033 -0.61
H 3.059 1.567 -2.942 0.227 0.047 -0.124 0.17
H 2.726 2.858 -1.773 -0.077 0.190 -0.097 0.29
H 2.573 3.162 -3.534 -0.036 0.068 0.165 0.42
H 6.224 6.174 -1.488 -0.107 -0.003 -0.113 0.29
H 6.083 6.478 -3.250 -0.128 -0.058 0.124 0.31
H 7.588 5.853 -2.564 -0.075 -0.264 0.010 0.20
C -5.103 -1.483 6.285 -0.204 -0.261 -0.121 -0.31
O -4.655 -0.260 6.872 0.183 0.078 0.082 -0.34
C -3.368 -0.262 7.228 -0.199 0.133 0.057 0.80
O -2.597 -1.179 7.091 -0.038 0.124 -0.070 -0.55
O -3.083 0.931 7.761 -0.056 -0.136 -0.105 -0.33
C -1.730 1.073 8.190 0.302 0.130 0.176 -0.63
H -6.156 -1.366 6.037 0.085 0.237 0.087 0.24
H -4.554 -1.694 5.369 0.032 -0.026 0.277 -0.02
H -5.004 -2.308 6.992 0.148 0.032 -0.083 0.33
H -1.045 0.967 7.348 -0.038 -0.149 0.068 0.28
H -1.495 0.349 8.971 0.024 -0.059 -0.158 0.29
H -1.621 2.075 8.602 -0.252 -0.025 -0.075 0.23
C 10.810 5.278 1.102 -0.131 -0.197 0.277 -0.61
O 11.681 5.957 0.200 -0.056 0.095 -0.126 -0.32
C 11.055 6.741 -0.684 0.255 0.019 -0.017 0.83
O 9.863 6.904 -0.766 0.065 -0.073 -0.014 -0.54
O 11.980 7.311 -1.460 -0.112 -0.122 0.143 -0.32
C 11.453 8.184 -2.459 -0.040 0.268 -0.291 -0.62
H 11.428 4.678 1.766 0.166 0.127 -0.164 0.23
H 10.246 5.992 1.703 -0.070 -0.034 -0.144 0.29
H 10.135 4.615 0.560 -0.056 0.153 0.005 0.27
H 10.914 9.014 -2.001 -0.089 -0.138 -0.017 0.29
H 10.804 7.637 -3.145 -0.070 0.048 0.133 0.28
H 12.293 8.584 -3.022 0.099 -0.164 0.185 0.23
C -0.111 -4.116 -5.279 0.376 0.124 0.027 -0.61
O -1.269 -4.809 -5.729 -0.163 0.081 0.125 -0.31
C -2.390 -4.456 -5.090 -0.167 -0.233 -0.205 0.81
O -2.471 -3.635 -4.207 0.119 -0.051 -0.049 -0.57
O -3.397 -5.167 -5.595 0.264 0.152 0.086 -0.32
C -4.669 -4.892 -5.001 -0.439 -0.001 0.123 -0.60
H 0.739 -4.473 -5.857 -0.217 -0.138 -0.089 0.26
H -0.217 -3.043 -5.446 -0.050 -0.042 0.111 0.27
H 0.074 -4.326 -4.224 -0.072 0.095 -0.020 0.26
H -4.950 -3.851 -5.158 0.106 -0.026 0.116 0.28
H -4.658 -5.132 -3.938 0.051 0.139 -0.041 0.28
H -5.403 -5.527 -5.492 0.242 -0.053 -0.108 0.25
C -10.031 -4.267 -2.536 -0.412 -0.007 -0.153 -0.64
O -8.676 -4.546 -2.179 0.211 0.092 0.104 -0.33
C -8.098 -3.598 -1.439 -0.113 -0.155 -0.097 0.74
O -8.612 -2.574 -1.070 0.142 -0.092 -0.011 -0.54
O -6.841 -3.983 -1.177 -0.052 -0.022 -0.053 -0.35
C -6.103 -3.055 -0.388 0.268 0.165 0.199 -0.60
H -10.392 -5.103 -3.132 0.256 -0.057 0.070 0.22
H -10.654 -4.180 -1.646 0.088 0.139 -0.040 0.30
H -10.091 -3.360 -3.138 0.008 0.029 0.168 0.30
H -6.570 -2.920 0.589 -0.086 0.088 -0.111 0.30
H -6.008 -2.100 -0.906 -0.134 -0.006 0.083 0.33
H -5.106 -3.466 -0.238 -0.121 -0.183 -0.157 0.25
```
Positions in Å, forces in eV/Å.

Values from the calculation:
charge	+1
Kohn-Sham gap	7.395	eV

[4]
Computed, not measured: C4H11N2O as an isolated structure, with wB97M-V/def2-TZVPD.

Geometry as XYZ:
```
18
Properties=species:S:1:pos:R:3:forces:R:3:mulliken_spin:R:1
C -1.806 0.371 -0.186 1.942 1.340 -0.612 -0.01
C -0.920 1.108 0.825 -0.238 -0.751 0.336 0.04
C 0.867 0.125 -0.171 2.453 1.589 3.153 0.64
C 1.306 -0.636 0.978 3.426 -0.685 -0.711 0.06
N 1.669 0.116 -1.268 -1.698 0.779 -2.988 0.55
N -0.871 -0.675 -0.658 -5.164 -0.385 -3.549 0.65
O 0.363 1.316 0.224 -1.411 1.852 -0.412 0.04
H -2.691 -0.082 0.308 0.220 0.419 -0.657 0.04
H -1.873 1.103 -1.067 -0.912 -1.362 1.189 0.00
H -1.353 2.046 1.161 0.254 -0.039 0.045 0.00
H -0.832 0.354 1.627 -0.005 0.942 0.338 0.00
H 0.707 -0.471 1.837 0.155 0.171 0.925 0.01
H 2.424 -0.417 1.053 -1.192 0.130 1.103 -0.01
H 1.387 -1.680 0.783 -0.484 -1.382 -0.159 0.01
H 2.114 -0.759 -1.360 1.157 -1.139 -0.235 0.00
H 1.260 0.393 -2.221 0.708 0.122 1.413 0.03
H -0.773 -1.551 -0.185 0.181 -0.556 0.221 -0.02
H -0.975 -0.662 -1.681 0.608 -1.044 0.598 -0.02
```
Positions in Å, forces in eV/Å.

Values from the calculation:
<S²>	2.009
multiplicity	3
charge	+1
Kohn-Sham gap (alpha / beta)	6.108 / 6.271	eV

[5]
Computed, not measured: a 13-piece molecular cluster, C10H46O18 overall, with wB97M-V/def2-TZVPD.

Geometry as XYZ:
```
74
Properties=species:S:1:pos:R:3:forces:R:3:mulliken_charge:R:1
O -8.139 -4.499 2.658 0.942 -0.295 -0.574 -0.61
H -7.355 -3.955 2.716 0.362 0.266 -0.182 0.29
H -8.749 -4.023 3.190 -1.230 0.360 0.794 0.26
O -10.330 -5.962 4.379 0.092 -0.728 0.515 -0.64
H -10.345 -6.947 4.257 0.168 1.239 0.285 0.19
H -10.009 -5.762 5.283 -0.316 -0.510 -0.799 0.36
O -5.459 -10.054 3.708 -1.244 -0.538 -0.767 -0.71
H -6.394 -9.721 3.765 1.448 -0.226 0.125 0.35
H -4.913 -9.645 4.370 0.053 0.436 0.535 0.27
O -8.087 -12.239 3.199 -0.004 -0.722 -0.425 -0.62
H -8.121 -11.471 2.617 0.165 -0.161 -0.167 0.28
H -8.320 -13.036 2.683 0.263 0.747 0.063 0.29
O -3.724 -7.264 3.021 0.122 0.097 0.088 -0.55
H -3.741 -6.435 3.516 0.026 -0.164 -0.050 0.30
H -2.801 -7.539 2.991 -0.118 0.031 0.010 0.29
O -7.198 -6.250 8.844 0.921 -0.150 0.790 -0.74
H -6.512 -6.634 8.279 0.561 0.134 0.590 0.25
H -7.876 -6.301 8.208 -1.851 0.217 -0.971 0.35
O -4.528 -5.068 4.843 0.854 -0.204 0.727 -0.54
H -3.828 -4.619 5.328 0.516 -0.470 0.408 0.27
H -4.896 -4.305 4.443 -1.160 1.063 -1.245 0.22
O -7.226 -7.087 2.012 0.493 -1.520 -1.776 -0.69
H -7.428 -7.555 2.807 -0.285 -0.266 0.648 0.34
H -7.230 -6.168 2.164 -0.451 1.405 0.564 0.34
C -7.595 -8.353 5.408 0.731 0.561 -2.117 1.26
C -7.049 -7.004 5.011 -1.588 2.000 1.101 -0.55
O -6.622 -6.314 6.138 1.772 2.120 2.042 0.11
O -7.912 -8.946 4.166 -1.201 -0.918 -1.091 -0.21
H -8.471 -8.321 5.976 -1.177 0.311 1.387 0.34
H -6.841 -8.973 5.827 0.686 -0.310 0.929 -0.60
H -7.784 -6.273 4.602 -0.084 -1.411 -0.682 -0.41
H -6.216 -7.056 4.394 1.275 -0.844 -1.726 0.38
H -5.972 -5.574 5.874 -1.505 -1.903 0.406 -0.04
H -8.837 -9.266 4.149 0.411 0.328 0.146 0.02
C -8.337 -13.361 6.426 1.368 3.575 0.957 -0.66
C -8.775 -11.902 6.098 1.369 -2.435 1.137 0.04
O -9.754 -12.058 5.171 -1.532 1.054 -1.429 -0.54
O -7.168 -13.237 7.230 -0.769 -0.953 2.141 -0.56
H -7.955 -13.780 5.567 -0.232 -1.476 -2.350 0.36
H -9.191 -13.826 6.871 0.055 -0.803 0.548 0.36
H -7.885 -11.311 5.848 -0.202 0.100 -0.516 -0.26
H -9.175 -11.533 6.986 -0.725 1.021 1.604 0.58
H -9.201 -12.208 4.395 -0.453 -0.093 -1.001 0.47
H -6.466 -12.981 6.659 0.752 0.258 -0.680 0.28
C -7.898 -1.931 7.262 2.448 -0.908 0.626 -0.47
C -7.571 -3.242 8.052 1.304 2.212 -0.390 0.35
O -8.085 -3.151 9.294 -1.586 0.079 2.497 -0.58
O -7.262 -2.230 5.986 -2.785 0.649 -0.706 -0.50
H -7.464 -0.991 7.693 -0.043 -0.973 -0.088 0.25
H -8.966 -1.721 7.256 -0.055 -0.504 -0.891 0.33
H -6.487 -3.403 8.217 0.085 0.340 -1.001 0.09
H -7.931 -4.070 7.514 -0.608 -1.060 -1.035 -0.04
H -7.921 -3.987 9.736 -0.049 -0.207 0.256 0.35
H -6.333 -2.194 6.069 1.400 0.289 0.582 0.27
C -11.351 -9.234 5.619 -1.266 -0.301 2.484 -0.55
C -12.713 -8.480 5.630 2.378 0.706 0.125 -0.14
O -13.301 -8.408 6.921 0.096 1.414 -1.064 -0.51
O -10.819 -9.088 4.366 0.944 -0.373 -1.681 -0.55
H -11.451 -10.275 5.950 -0.002 -0.143 -0.425 0.42
H -10.624 -8.823 6.330 -0.429 0.403 0.071 0.29
H -13.371 -8.896 4.857 -0.061 0.051 0.178 0.28
H -12.269 -7.492 5.265 -1.769 -0.615 0.777 0.15
H -13.275 -9.252 7.341 0.045 -1.031 0.293 0.32
H -11.211 -9.796 3.855 0.131 -0.097 -0.650 0.26
C -4.649 -9.010 7.597 0.108 -0.813 -0.808 -0.32
C -4.134 -7.553 7.498 1.251 -1.513 -1.251 0.25
O -4.541 -6.872 8.619 -0.036 0.238 1.515 -0.65
O -4.314 -9.813 6.451 0.887 -0.909 -0.356 -0.50
H -5.713 -9.038 7.583 -1.067 0.526 0.637 0.14
H -4.314 -9.607 8.447 0.183 0.961 0.503 0.47
H -4.411 -6.976 6.643 -1.208 -0.453 -1.062 -0.41
H -3.065 -7.575 7.286 0.702 -0.296 0.957 0.47
H -4.355 -5.939 8.514 0.010 0.202 0.098 0.33
H -4.179 -10.774 6.688 -0.281 1.904 -0.181 0.27
```
Positions in Å, forces in eV/Å.

Values from the calculation:
Kohn-Sham gap	8.700	eV

The following E values (in Ha) correspond, in order, to the records above: -335.8495, -1202.2306, -2776.1978, -343.2653, -1762.7163.
The following ΔE to the lowest compared entry with this formula, charge and spin values (in kJ/mol) correspond, in order, to the records above: 386.1, 385.2, 0.0, 221.9, 394.4.